Computed, not measured: a cluster of 16 separate species, C36H70BCl2N6O44 in total at a distorted geometry, with wB97M-V/def2-TZVPD.

Values from the calculation:
E_HOMO (alpha / beta): -10.25 / -10.25 eV
E_tot: -163200.5372 eV
Spin multiplicity: 2
Gap between HOMO and LUMO (alpha / beta): 9.50 / 3.31 eV
⟨S²⟩: 0.76

Each atom is followed by the atoms it is bonded to, with distances in Å.
Element x y z (Å)
1 O -14.6759 10.6199 -7.2078  C2 1.198
2 C -15.5591 11.4027 -7.4154  O1 1.198, O3 1.356, C6 1.540
3 O -15.4325 12.7348 -7.6370  C2 1.356, B4 1.498
4 B -16.8011 13.2895 -7.8893  O3 1.498, O5 1.473, O8 1.448, O12 1.439
5 O -17.7343 12.1521 -7.8283  B4 1.473, C6 1.326
6 C -17.0387 11.0394 -7.6401  C2 1.540, O5 1.326, O7 1.174
7 O -17.4671 9.9532 -7.5210  C6 1.174
8 O -16.8224 13.9687 -9.1679  B4 1.448, C9 1.329
9 C -16.9655 15.2755 -8.9735  O8 1.329, O10 1.212, C11 1.583
10 O -16.8499 16.1627 -9.7913  C9 1.212
11 C -17.0555 15.4861 -7.4070  C9 1.583, O12 1.305, O13 1.199
12 O -16.9786 14.2958 -6.8763  B4 1.439, C11 1.305
13 O -17.2374 16.5393 -6.8629  C11 1.199
14 Cl -13.6218 19.6494 -8.7493  C15 1.703
15 C -15.0375 19.4343 -9.6715  Cl14 1.703, C16 1.532, H18 1.090, H19 1.090
16 C -14.6226 18.9467 -11.0630  C15 1.532, Cl17 1.770, H20 1.090, H21 1.090
17 Cl -14.1009 20.2553 -12.1342  C16 1.770
18 H -15.5613 20.3824 -9.7933  C15 1.090
19 H -15.7936 18.8373 -9.1616  C15 1.090
20 H -15.4876 18.4558 -11.5089  C16 1.090
21 H -13.8382 18.1967 -10.9613  C16 1.090
22 C -19.5126 18.2309 -8.3667  N23 1.482, H26 1.090, H27 1.090, H28 1.090
23 N -20.4609 18.1914 -9.5051  C22 1.482, O24 1.228, O25 1.217
24 O -20.3085 17.3021 -10.3380  N23 1.228
25 O -21.2612 19.0882 -9.6967  N23 1.217
26 H -19.7362 17.3592 -7.7517  C22 1.090
27 H -19.6252 19.1869 -7.8553  C22 1.090
28 H -18.5105 18.0630 -8.7613  C22 1.090
29 C -18.7078 17.0701 -12.8598  N30 1.475, H33 1.090, H34 1.090, H35 1.090
30 N -18.3678 18.4903 -13.0702  C29 1.475, O31 1.220, O32 1.216
31 O -18.2052 18.8591 -14.2216  N30 1.220
32 O -18.1772 19.1530 -12.0681  N30 1.216
33 H -19.7661 16.9395 -13.0853  C29 1.090
34 H -18.3795 16.6829 -11.8952  C29 1.090
35 H -18.1954 16.5149 -13.6454  C29 1.090
36 C -20.6815 10.6380 -6.4690  N37 1.538, H40 1.090, H41 1.090, H42 1.090
37 N -20.1727 11.0935 -5.0913  C36 1.538, O38 1.195, O39 1.219
38 O -20.8357 10.9696 -4.1051  N37 1.195
39 O -19.0784 11.6225 -5.0037  N37 1.219
40 H -21.7628 10.7535 -6.5429  C36 1.090
41 H -20.4087 9.5829 -6.4475  C36 1.090
42 H -19.9534 11.1116 -7.1275  C36 1.090
43 C -13.8547 7.8445 -5.4143  N44 1.488, H47 1.090, H48 1.090, H49 1.090
44 N -14.7218 6.6531 -5.6185  C43 1.488, O45 1.226, O46 1.214
45 O -14.8255 6.2101 -6.7568  N44 1.226
46 O -15.4648 6.2944 -4.7279  N44 1.214
47 H -13.1447 7.8340 -6.2412  C43 1.090
48 H -13.3153 7.6720 -4.4829  C43 1.090
49 H -14.3935 8.7918 -5.3952  C43 1.090
50 C -18.4649 12.6403 -11.4312  N51 1.472, H54 1.090, H55 1.090, H56 1.090
51 N -18.2354 12.8207 -12.8740  C50 1.472, O52 1.209, O53 1.217
52 O -18.2528 13.9670 -13.2568  N51 1.209
53 O -17.9653 11.8400 -13.5417  N51 1.217
54 H -18.9873 13.5009 -11.0134  C50 1.090
55 H -17.4367 12.6962 -11.0740  C50 1.090
56 H -18.9864 11.7197 -11.1689  C50 1.090
57 C -12.4929 12.5441 -5.7823  N58 1.475, H61 1.090, H62 1.090, H63 1.090
58 N -11.9019 11.9853 -7.0124  C57 1.475, O59 1.216, O60 1.223
59 O -12.4110 12.3403 -8.0576  N58 1.216
60 O -10.9941 11.1697 -6.9245  N58 1.223
61 H -11.7755 12.3413 -4.9871  C57 1.090
62 H -13.3847 12.0212 -5.4367  C57 1.090
63 H -12.7136 13.6092 -5.8523  C57 1.090
64 C -12.7712 14.2053 -15.3511  O65 1.369, H70 1.090, H71 1.090, H72 1.090
65 O -13.4948 14.4390 -14.2131  C64 1.369, C66 1.340
66 C -14.4938 13.5869 -13.9463  O65 1.340, O67 1.222, O68 1.397
67 O -14.8678 12.6455 -14.6290  C66 1.222
68 O -15.0833 13.8177 -12.7007  C66 1.397, C69 1.391
69 C -14.7540 14.8184 -11.7928  O68 1.391, H73 1.090, H74 1.090, H75 1.090
70 H -11.9931 13.4634 -15.1715  C64 1.090
71 H -12.2149 15.1248 -15.5332  C64 1.090
72 H -13.3422 13.9245 -16.2361  C64 1.090
73 H -15.0956 15.7702 -12.1994  C69 1.090
74 H -13.6913 14.9601 -11.5959  C69 1.090
75 H -15.2260 14.6040 -10.8340  C69 1.090
76 C -15.6028 21.6646 -6.7242  O77 1.375, H82 1.090, H83 1.090, H84 1.090
77 O -16.3373 21.2551 -5.6364  C76 1.375, C78 1.323
78 C -17.1502 20.2121 -5.6688  O77 1.323, O79 1.251, O80 1.285
79 O -17.4085 19.5704 -6.7115  C78 1.251
80 O -17.5003 19.8859 -4.4766  C78 1.285, C81 1.390
81 C -18.2994 18.7597 -4.3213  O80 1.390, H85 1.090, H86 1.090, H87 1.090
82 H -14.9042 22.4836 -6.5534  C76 1.090
83 H -16.2796 22.0019 -7.5093  C76 1.090
84 H -15.1023 20.7714 -7.0979  C76 1.090
85 H -18.3970 18.7007 -3.2373  C81 1.090
86 H -17.8242 17.8630 -4.7189  C81 1.090
87 H -19.3115 18.8800 -4.7078  C81 1.090
88 C -14.0059 11.9634 -10.4800  O89 1.450, H94 1.090, H95 1.090, H96 1.090
89 O -14.1358 11.1726 -11.6882  C88 1.450, C90 1.308
90 C -15.1750 10.4725 -12.0623  O89 1.308, O91 1.230, O92 1.377
91 O -15.2738 10.1247 -13.2375  C90 1.230
92 O -16.1676 10.4080 -11.1104  C90 1.377, C93 1.401
93 C -17.2926 9.6267 -11.4060  O92 1.401, H97 1.090, H98 1.090, H99 1.090
94 H -14.9140 12.5661 -10.4680  C88 1.090
95 H -13.1598 12.6483 -10.5376  C88 1.090
96 H -13.8989 11.3458 -9.5883  C88 1.090
97 H -18.0505 9.9219 -10.6803  C93 1.090
98 H -17.1079 8.5601 -11.2782  C93 1.090
99 H -17.6801 9.7937 -12.4110  C93 1.090
100 C -20.9692 13.5245 -8.6411  O101 1.420, H106 1.090, H107 1.090, H108 1.090
101 O -21.2326 13.5020 -10.0368  C100 1.420, C102 1.369
102 C -21.7331 12.3758 -10.6333  O101 1.369, O103 1.244, O104 1.365
103 O -21.9567 11.3146 -10.0229  C102 1.244
104 O -22.0184 12.5786 -11.9522  C102 1.365, C105 1.433
105 C -22.5883 11.5425 -12.7615  O104 1.433, H109 1.090, H110 1.090, H111 1.090
106 H -20.3396 12.6728 -8.3835  C100 1.090
107 H -21.8242 13.4510 -7.9691  C100 1.090
108 H -20.5133 14.4692 -8.3448  C100 1.090
109 H -22.7745 11.9903 -13.7377  C105 1.090
110 H -23.5500 11.2329 -12.3524  C105 1.090
111 H -21.9446 10.6725 -12.8912  C105 1.090
112 C -22.2048 18.0033 -5.7778  O113 1.382, H118 1.090, H119 1.090, H120 1.090
113 O -21.2352 17.4040 -4.9962  C112 1.382, C114 1.346
114 C -20.9501 16.1481 -5.3867  O113 1.346, O115 1.254, O116 1.326
115 O -21.4689 15.4473 -6.2882  C114 1.254
116 O -20.0125 15.7144 -4.5547  C114 1.326, C117 1.455
117 C -19.2732 14.4633 -4.6317  O116 1.455, H121 1.090, H122 1.090, H123 1.090
118 H -23.1010 17.4040 -5.9383  C112 1.090
119 H -21.9884 18.3640 -6.7833  C112 1.090
120 H -22.6990 18.7972 -5.2177  C112 1.090
121 H -19.7768 13.6878 -4.0546  C117 1.090
122 H -18.3268 14.5726 -4.1021  C117 1.090
123 H -19.1946 14.1277 -5.6657  C117 1.090
124 C -16.0432 15.3320 -3.0949  O125 1.429, H130 1.090, H131 1.090, H132 1.090
125 O -14.8945 16.1821 -3.1001  C124 1.429, C126 1.361
126 C -15.0199 17.4386 -2.5929  O125 1.361, O127 1.243, O128 1.297
127 O -16.0967 18.0281 -2.3990  C126 1.243
128 O -13.8443 17.9585 -2.4167  C126 1.297, C129 1.470
129 C -13.6827 19.3645 -2.0190  O128 1.470, H133 1.090, H134 1.090, H135 1.090
130 H -16.0808 15.0136 -4.1367  C124 1.090
131 H -17.0037 15.8271 -2.9516  C124 1.090
132 H -15.9911 14.6346 -2.2588  C124 1.090
133 H -13.9798 20.0391 -2.8220  C129 1.090
134 H -12.6524 19.4728 -1.6803  C129 1.090
135 H -14.3366 19.5533 -1.1676  C129 1.090
136 C -18.2251 6.7173 -7.9384  O137 1.444, H142 1.090, H143 1.090, H144 1.090
137 O -17.2778 6.6238 -9.0242  C136 1.444, C138 1.305
138 C -17.3633 5.7987 -10.0312  O137 1.305, O139 1.187, O140 1.371
139 O -16.7927 6.0169 -11.0490  C138 1.187
140 O -18.2081 4.7648 -9.7214  C138 1.371, C141 1.448
141 C -18.5864 3.7680 -10.7017  O140 1.448, H145 1.090, H146 1.090, H147 1.090
142 H -17.9491 7.4992 -7.2309  C136 1.090
143 H -18.2316 5.7742 -7.3919  C136 1.090
144 H -19.2460 6.8255 -8.3047  C136 1.090
145 H -18.4625 4.1226 -11.7250  C141 1.090
146 H -19.6190 3.4445 -10.5704  C141 1.090
147 H -17.9168 2.9158 -10.5855  C141 1.090
148 C -16.1055 7.2462 -0.1496  O149 1.457, H154 1.090, H155 1.090, H156 1.090
149 O -15.4456 8.1808 -1.0517  C148 1.457, C150 1.400
150 C -16.2867 9.0507 -1.7559  O149 1.400, O151 1.230, O152 1.352
151 O -17.5003 9.1828 -1.6049  C150 1.230
152 O -15.6172 9.6275 -2.7787  C150 1.352, C153 1.412
153 C -16.1715 10.5745 -3.6679  O152 1.412, H157 1.090, H158 1.090, H159 1.090
154 H -15.8418 6.2178 -0.3969  C148 1.090
155 H -17.1626 7.4768 -0.0172  C148 1.090
156 H -15.5398 7.4791 0.7525  C148 1.090
157 H -16.2570 11.5743 -3.2423  C153 1.090
158 H -17.2212 10.3149 -3.8054  C153 1.090
159 H -15.6438 10.5784 -4.6217  C153 1.090

Results of the Löwdin charge analysis, in e, for atoms 1 through 5:
1. O 0.130
2. C -0.367
3. O 0.200
4. B -0.952
5. O 0.219